191
Properties=species:S:1:pos:R:3 method="wB97M-V/def2-TZVPD" fmax_ev_per_a=4.50 relative_energy_kj_mol=0.0 orbital_gap_ha=0.2958 total_charge=0 spin_multiplicity=1
C -8.056 5.537 -3.171
C -7.197 6.046 -2.008
C -6.971 4.942 -0.990
O -6.050 5.355 -0.003
C -5.704 4.306 0.901
N -5.867 6.575 -2.536
H -5.607 6.136 -3.430
H -5.877 7.592 -2.633
H -5.069 6.540 -1.894
H -8.174 6.331 -3.905
H -9.055 5.320 -2.790
H -7.650 4.612 -3.555
H -7.595 6.937 -1.525
H -6.556 4.072 -1.511
H -7.943 4.765 -0.523
H -5.047 4.843 1.581
H -5.265 3.464 0.361
H -6.529 3.895 1.490
C 6.777 -6.416 -2.648
C 5.636 -5.449 -2.333
C 5.411 -5.233 -0.842
O 4.233 -4.432 -0.748
C 3.950 -3.906 0.543
N 5.779 -4.164 -3.111
H 6.478 -3.556 -2.635
H 6.090 -4.348 -4.064
H 4.897 -3.659 -3.208
H 7.793 -6.146 -2.358
H 6.844 -6.620 -3.719
H 6.543 -7.349 -2.136
H 4.719 -5.958 -2.629
H 6.153 -4.657 -0.286
H 5.235 -6.225 -0.419
H 3.853 -2.827 0.515
H 4.744 -4.192 1.239
H 3.054 -4.336 0.996
C 2.033 -1.223 1.924
C 1.601 -0.705 0.558
C 0.830 0.616 0.725
N 0.142 1.154 -0.503
C -0.997 0.259 -1.047
C -2.163 0.119 -0.082
C -2.743 1.458 0.362
C -1.721 2.496 0.766
C -0.467 2.510 -0.098
C 1.050 1.467 -1.671
H 2.415 -2.243 1.899
H 1.283 -1.328 2.705
H 2.864 -0.585 2.231
H 1.020 -1.563 0.192
H 2.415 -0.761 -0.166
H 1.576 1.325 1.096
H 0.145 0.561 1.572
H -0.634 -0.745 -1.258
H -1.313 0.831 -1.917
H -1.951 -0.501 0.793
H -2.899 -0.470 -0.635
H -3.337 1.266 1.261
H -3.536 1.800 -0.306
H -1.471 2.396 1.824
H -2.099 3.518 0.705
H 0.297 3.063 0.448
H -0.730 3.034 -1.016
H 1.890 2.049 -1.297
H 0.492 1.982 -2.445
H 1.422 0.503 -2.015
C -0.811 -5.748 -1.526
O -1.837 -4.841 -1.936
C -2.552 -4.383 -0.837
C -3.486 -3.218 -1.117
N -4.809 -3.749 -1.684
H -5.157 -4.582 -1.209
H -5.580 -3.115 -1.458
C -4.724 -3.983 -3.191
C -4.703 -2.714 -3.969
O -5.870 -1.956 -3.686
C -5.862 -0.626 -4.220
H -1.188 -6.353 -0.695
H 0.092 -5.267 -1.146
H -0.601 -6.388 -2.378
H -1.919 -3.996 -0.027
H -3.144 -5.178 -0.364
H -3.147 -2.449 -1.809
H -3.725 -2.700 -0.188
H -5.664 -4.510 -3.362
H -3.922 -4.652 -3.496
H -4.685 -2.871 -5.050
H -3.796 -2.124 -3.800
H -5.153 -0.377 -5.014
H -5.433 -0.011 -3.420
H -6.856 -0.284 -4.486
C 3.236 -1.541 9.572
O 2.556 -1.049 8.437
C 1.675 -0.006 8.745
C 1.408 0.849 7.528
N 1.104 -0.065 6.374
H 1.293 -1.046 6.582
H 0.115 -0.002 6.099
C 1.750 0.369 5.075
C 3.207 -0.047 5.032
O 3.219 -1.436 5.166
C 4.488 -2.068 5.109
H 3.531 -0.754 10.266
H 4.092 -2.135 9.249
H 2.688 -2.294 10.152
H 1.990 0.670 9.546
H 0.739 -0.467 9.091
H 2.290 1.438 7.278
H 0.569 1.539 7.595
H 1.738 1.458 5.025
H 1.202 -0.054 4.240
H 3.905 0.523 5.656
H 3.511 0.292 4.032
H 5.060 -1.683 5.956
H 5.046 -1.857 4.191
H 4.367 -3.148 5.119
C 3.380 4.192 -0.082
F 4.644 4.601 -0.164
F 2.782 4.149 -1.269
F 3.347 2.997 0.473
S 2.465 5.449 1.011
O 2.684 6.748 0.423
O 1.074 5.027 0.981
N 3.322 5.168 2.426
S 2.386 4.508 3.445
O 1.417 5.452 3.973
O 1.895 3.185 3.100
C 3.687 4.147 4.807
F 3.099 3.575 5.879
F 4.614 3.321 4.327
F 4.271 5.262 5.211
C -2.884 1.006 7.405
F -3.447 -0.186 7.386
F -3.764 1.852 7.926
F -1.783 0.966 8.166
S -2.436 1.604 5.654
O -3.697 1.881 5.035
O -1.561 2.733 5.832
N -1.582 0.202 5.137
S -2.541 -0.439 4.065
O -3.802 -0.957 4.536
O -2.572 0.383 2.870
C -1.596 -2.026 3.534
F -2.444 -2.857 2.953
F -0.674 -1.686 2.639
F -0.940 -2.644 4.545
C -7.056 2.839 -5.463
F -6.838 2.528 -4.195
F -6.857 1.898 -6.348
F -8.347 3.194 -5.522
S -6.040 4.383 -6.004
O -5.331 4.049 -7.216
O -7.027 5.432 -6.194
N -5.041 4.728 -4.673
S -3.875 3.718 -4.760
O -4.261 2.385 -5.141
O -2.822 4.285 -5.565
C -3.179 3.589 -3.004
F -4.081 2.880 -2.267
F -2.023 2.973 -2.975
F -3.201 4.788 -2.417
C -0.821 0.319 -5.425
F -0.055 0.342 -4.354
F -2.049 0.794 -5.135
F -0.362 1.130 -6.351
S -1.039 -1.444 -6.105
O -2.206 -2.120 -5.598
O -1.136 -1.145 -7.519
N 0.479 -2.156 -5.790
S 0.360 -2.891 -4.484
O -0.368 -2.193 -3.444
O 0.043 -4.294 -4.616
C 2.231 -2.927 -4.041
F 2.935 -3.488 -5.016
F 2.737 -1.701 -3.824
F 2.395 -3.599 -2.894
C 9.669 -3.121 -3.433
F 8.730 -3.712 -4.186
F 10.758 -3.875 -3.466
F 9.960 -1.922 -3.911
S 9.082 -2.954 -1.620
O 9.003 -4.293 -1.118
O 10.093 -2.082 -1.076
N 7.475 -2.367 -1.834
S 7.518 -0.956 -1.112
O 7.768 -1.047 0.321
O 8.261 0.052 -1.827
C 5.704 -0.385 -1.075
F 4.951 -1.256 -0.396
F 5.602 0.796 -0.484
F 5.281 -0.274 -2.335